[1]
A cluster of 12 separate species, C33H67F6N10O13S2 in total at a distorted geometry. Source: OMol25; level of theory: the ωB97M-V functional and the def2-TZVPD basis.

```
! wB97M-V def2-TZVPD RIJCOSX def2/J DEFGRID3
* xyz -1 1
H -3.053 3.406 -5.474
C 4.500 0.554 1.217
C 1.020 1.463 -4.456
H -6.063 4.796 -1.811
F 2.106 -3.206 1.279
H 0.072 -5.469 2.674
C 1.504 2.624 -0.309
H 0.255 4.895 3.328
H 6.004 2.286 2.772
H -3.123 6.915 -5.067
H 4.984 -0.364 0.864
C 1.931 2.667 2.209
H 3.455 4.095 -0.263
O 1.740 3.124 -1.383
H 2.481 2.422 -6.351
C -6.818 -0.309 -3.476
H -2.204 -0.385 5.794
H 1.132 -1.221 -5.152
O 4.286 -0.030 4.702
C -0.696 4.505 2.963
H -4.669 3.809 -1.422
N 3.080 -6.602 -0.551
H 0.840 1.764 -0.116
C -0.934 5.592 -4.369
H -6.678 -0.550 -5.603
H -4.977 -0.531 -2.475
H 0.463 0.821 -3.759
N -0.504 -0.610 0.447
H 2.505 5.224 0.751
C -6.315 -1.022 -4.697
H 1.623 3.501 2.852
F 1.995 -1.884 -0.374
H -1.681 -4.387 1.415
C 0.839 -0.522 -5.914
N 1.256 0.850 -5.653
H -6.189 0.084 -1.375
H -3.988 5.379 -5.158
H 2.987 -3.783 6.335
C -2.016 3.745 -5.547
C -1.827 -5.288 0.811
C -0.253 -6.457 2.318
C -4.291 5.620 -2.389
H 6.826 0.857 2.218
C 3.155 -6.971 0.859
H -1.227 -0.689 4.421
C 1.767 -6.507 -1.067
H -1.631 -8.516 1.609
F -3.177 -0.117 -1.097
C 3.031 -3.997 4.321
H 0.934 -1.144 5.271
H -5.229 3.916 -3.161
H 2.559 -7.899 0.923
H 4.840 1.452 0.714
O 1.480 -0.476 2.083
H 2.443 -2.347 5.501
H 2.854 2.246 2.627
H 3.738 4.072 1.452
O -2.705 -1.293 1.542
O -0.221 2.669 5.394
H -2.927 -5.372 0.898
C -1.154 5.381 1.832
H -1.018 4.222 0.092
H -1.675 -5.039 -0.243
C -0.464 5.064 0.526
C -2.790 0.723 -0.095
H -0.265 -0.542 -6.016
C 3.188 -3.129 5.479
C 4.183 -6.094 -1.210
C 6.105 1.215 2.976
H -1.554 -7.936 -0.109
C -1.821 -7.700 0.914
S -1.839 -0.216 1.195
H 4.115 -7.280 1.256
H 1.810 -6.609 -2.152
C 4.048 0.056 3.540
H -0.636 3.463 2.636
N -0.233 0.435 5.868
S 0.437 -1.321 1.603
O -1.686 0.813 2.197
O -7.683 0.438 -3.517
N 4.846 0.605 2.640
H 1.090 -7.222 -0.619
N 2.842 -4.703 3.435
O 4.158 -5.483 -2.285
H 4.210 -2.777 5.515
C -1.436 0.084 5.161
C 2.965 4.242 0.703
F -3.874 1.267 0.439
H -0.576 5.800 -0.279
H 1.404 -5.485 -0.939
N -1.964 5.105 -5.110
H -2.903 -7.598 1.068
O 0.333 -7.479 2.709
N -3.707 6.561 -2.534
C 1.301 -2.550 0.536
C -3.101 5.919 -5.494
H 2.683 0.937 -7.264
H -1.654 3.670 -6.575
H 0.600 4.857 0.612
F 0.419 -3.411 -0.045
O 0.054 5.029 -4.100
C 1.961 1.527 -6.706
H 1.543 -0.361 6.753
N 2.020 3.153 0.840
H -1.432 3.093 -4.905
H 0.126 -1.408 6.799
H 1.127 -0.809 -6.922
O -2.056 6.178 1.912
H -6.189 -1.620 -1.950
H 3.437 0.415 1.030
H 5.086 -6.331 -0.609
H 2.624 -6.308 1.537
H 3.209 -0.481 3.077
H 6.613 0.973 3.897
C -5.119 4.411 -2.202
H 1.143 1.928 2.362
H 1.156 1.750 6.526
F -2.006 1.657 -0.670
H -1.398 4.428 3.794
H -5.229 -1.013 -4.608
H -1.899 0.933 4.687
H -6.629 -2.068 -4.729
O -0.222 -2.049 2.640
H -1.071 6.657 -4.116
C -6.040 -0.567 -2.226
N -1.242 -6.481 1.373
H 1.245 2.001 -7.407
C 0.648 -0.645 6.207
H -3.129 6.073 -6.580
O 1.457 2.537 -4.187
C 0.218 1.708 5.945
*
```

HOMO-LUMO gap: 8.57 eV

---

[2]
A structure of composition C33H67F9N7O13Ti at a distorted geometry. Source: OMol25; level of theory: the ωB97M-V functional and the def2-TZVPD basis.

```
! wB97M-V def2-TZVPD RIJCOSX def2/J DEFGRID3
* xyz 1 1
O 14.468 11.329 10.304
H 13.995 16.331 9.380
H 15.344 15.290 12.642
H 14.071 8.358 16.713
C 20.309 7.129 13.173
O 16.015 13.486 12.876
C 9.713 7.669 13.466
H 12.321 6.412 10.023
H 17.325 15.769 9.420
H 12.052 10.919 11.391
O 18.444 9.128 16.929
H 21.065 8.469 6.234
H 22.594 5.724 12.617
C 18.925 12.035 10.376
O 16.176 10.694 12.250
H 18.417 11.150 10.740
C 17.231 12.654 17.269
H 20.325 7.961 15.608
H 19.445 7.269 13.785
C 14.167 10.690 7.992
C 20.041 8.855 8.659
F 17.097 15.667 13.728
C 20.910 5.302 11.574
C 17.449 12.243 15.849
H 17.747 12.511 13.395
H 21.618 4.665 13.540
H 11.711 10.740 13.784
H 22.810 9.605 4.981
N 13.745 13.112 14.896
C 14.913 8.942 16.333
H 20.089 7.817 8.351
F 18.770 14.755 14.719
H 16.964 11.261 15.730
H 9.659 10.984 11.129
F 18.719 14.610 12.602
C 19.295 8.334 17.366
O 20.811 4.808 10.455
C 22.109 10.152 5.682
H 17.406 13.723 17.490
H 16.194 12.449 17.554
H 9.319 8.685 13.698
O 16.816 13.194 10.405
H 11.133 12.556 13.630
C 11.663 11.472 10.549
H 8.957 6.902 13.165
H 17.566 6.640 19.638
N 14.860 15.806 11.957
H 11.827 12.593 10.624
H 13.551 12.551 8.942
H 9.788 11.989 9.655
H 19.492 6.543 11.301
H 20.976 7.035 16.984
H 10.039 6.977 11.050
O 13.909 11.739 13.103
C 14.857 8.703 14.781
H 17.509 8.462 19.698
H 14.820 13.233 14.766
H 12.860 16.763 10.680
H 20.221 8.948 9.715
H 13.112 12.623 16.999
H 19.496 6.682 18.736
H 15.706 8.416 16.840
C 10.921 7.792 12.657
H 15.423 17.351 10.691
H 22.611 4.076 12.141
H 17.897 12.091 17.948
H 18.532 12.148 15.706
H 17.994 15.525 7.759
H 13.718 14.386 16.547
H 16.058 17.455 12.407
H 14.915 7.619 14.584
H 19.464 12.473 11.250
H 20.700 8.112 12.875
C 12.084 7.361 10.558
F 16.384 8.862 10.594
C 17.633 7.569 19.062
C 17.494 15.092 8.590
O 21.323 10.861 8.308
H 18.937 9.126 8.402
H 11.359 11.703 15.164
C 16.320 8.503 11.883
H 11.935 8.096 9.695
Ti 15.195 12.169 11.721
O 12.327 10.944 9.383
C 11.759 11.731 14.149
F 13.320 10.875 7.008
C 13.161 13.482 16.247
H 12.126 13.818 16.091
H 21.341 8.753 16.816
C 15.593 9.632 12.720
C 17.127 13.344 13.641
F 14.293 9.390 8.265
H 12.892 7.712 11.251
H 10.104 7.322 14.430
F 15.438 11.037 7.682
C 15.183 17.148 11.747
O 11.911 8.347 13.131
C 20.590 7.997 16.631
H 19.197 13.715 8.468
C 13.631 11.479 9.233
H 16.908 7.578 18.274
C 22.000 4.872 12.544
C 17.969 14.617 13.692
H 16.543 14.731 8.267
O 16.664 13.137 15.014
H 14.492 9.488 12.449
C 14.101 15.107 11.137
H 10.144 10.294 9.575
H 21.340 10.661 5.099
C 17.997 13.143 9.955
H 19.682 11.782 9.653
C 13.230 12.245 14.048
F 17.517 8.271 12.362
H 14.732 9.967 16.687
N 20.149 6.342 11.987
C 13.345 15.897 10.147
F 15.757 7.216 11.847
H 22.749 10.808 6.219
O 15.807 9.486 14.070
O 14.018 13.871 11.110
H 12.684 15.251 9.597
H 21.024 6.673 13.778
C 10.209 11.166 10.199
H 13.898 9.078 14.504
H 14.346 17.839 11.987
N 19.033 7.578 18.488
N 18.433 14.094 9.059
N 10.961 7.251 11.395
C 21.046 9.757 7.885
N 21.521 9.272 6.661
*
```

HOMO-LUMO gap: 7.66 eV

---

[3]
A cluster of 5 separate species, C33H69FNO9PS in total at a distorted geometry. Source: OMol25; level of theory: the ωB97M-V functional and the def2-TZVPD basis.

```
! wB97M-V def2-TZVPD RIJCOSX def2/J DEFGRID3
* xyz 0 1
H 4.422 0.426 8.180
H 3.842 -1.235 7.933
C -2.051 6.894 -8.848
C -3.782 -1.380 5.672
H -3.944 -0.560 6.453
H -0.326 -3.605 -0.996
H 2.364 -0.452 -0.226
H 4.531 -0.346 6.583
H 7.540 -3.372 6.152
C -3.211 -2.612 0.475
C -0.573 0.968 -5.820
H -4.662 0.750 0.305
C -3.005 0.224 -1.250
C -4.751 -2.301 0.045
H -0.057 4.172 -7.032
H -1.302 0.395 2.713
H -0.388 0.418 -6.747
H 3.975 -2.282 1.664
C 1.462 1.827 0.782
C -4.428 0.896 -0.799
H 3.038 -2.120 -0.410
C 0.184 -1.249 -1.556
H 2.431 -0.681 5.428
H 4.281 -0.497 1.330
C 1.073 -2.207 0.660
H -2.485 4.867 -9.421
H 6.150 -2.279 5.983
H 7.710 -3.510 3.649
C -0.922 2.421 -6.105
N -0.927 -3.094 -0.313
H 1.915 0.334 8.030
H 1.463 2.937 0.522
H -2.567 -4.352 -0.763
H -2.555 7.760 -8.406
C -0.860 -2.513 3.821
H -1.171 6.656 -8.243
C -1.831 0.510 -0.226
H 6.023 -3.940 5.425
O 0.662 -1.613 -4.483
H -4.771 -1.911 5.424
C 0.203 3.127 -6.845
H -6.978 0.570 -1.345
H 8.472 -1.182 3.216
O 1.210 2.147 2.344
H -3.373 -3.529 1.174
H 1.081 -1.873 -1.952
P -2.587 -2.081 3.111
H -2.767 0.825 -2.218
C 2.424 -1.447 0.310
H 0.365 -0.314 2.444
O -5.124 -2.725 -1.096
H 5.617 -1.593 3.726
C 8.138 -1.480 4.214
H -0.858 2.507 1.314
H 2.350 1.199 1.104
C -3.188 -0.707 4.336
H -1.386 0.477 -5.278
H -4.278 2.026 -0.965
H -2.619 -2.857 -1.766
C 2.531 0.282 7.127
H -2.374 1.198 0.538
H -0.427 -4.358 -3.402
H -0.305 -3.303 3.214
C -2.541 -1.419 1.333
C -0.533 0.082 1.904
H 0.586 -0.165 -1.520
H 7.631 -0.613 4.649
C -3.480 5.280 -7.559
H -3.934 -0.003 3.824
H 0.412 2.641 -7.802
H -4.572 6.788 -9.329
H -3.056 -2.149 6.108
H -1.946 -3.549 -4.218
H -3.363 -0.597 1.351
C 7.197 -2.671 4.128
H -4.165 4.432 -7.638
H -1.719 7.195 -9.845
H 1.121 3.131 -6.247
O 1.895 -0.627 6.231
H -2.643 4.994 -6.916
H -0.372 3.060 -4.343
S -5.755 0.356 -1.978
C 6.707 -3.091 5.503
C -1.229 -0.687 0.722
H 9.015 -1.712 4.822
H -1.839 2.469 -6.699
O 6.077 -2.335 3.310
H 0.317 0.897 -5.188
H -4.033 6.089 -7.073
O -4.114 6.047 -9.750
H 3.077 2.382 7.151
H 1.608 2.015 6.221
H -0.376 -3.800 -5.162
C 3.455 -1.253 1.564
O -5.610 -1.620 0.886
H -1.010 1.064 -0.806
C 2.608 1.657 6.481
H -2.256 -0.094 4.645
H 3.182 1.619 5.549
C -0.017 1.689 1.578
C -2.334 -3.215 -0.715
O -1.178 3.097 -4.875
F 2.817 -0.834 2.784
H -3.185 -0.828 -1.620
C -0.794 -3.546 -4.119
C 3.912 -0.242 7.481
H -1.093 -3.012 4.841
C -0.295 -1.739 -0.120
H 0.957 -2.224 1.797
H -0.238 -1.586 4.081
H -0.809 -3.622 0.584
C -0.251 -2.077 -3.741
C -2.994 5.704 -8.936
O -0.774 -1.307 -2.644
H 1.310 -3.324 0.423
*
```

HOMO-LUMO gap: 6.66 eV
structure (SMILES): CCP(C)[C@@H]1[C@@H](C(=O)[O-])C[NH2+][C@@](CCCF)(COC(C)=O)[C@]1(CCCS)C[C@@H]1CO1.CC(C)O.CC(C)O.CC(C)O.CC(C)O
energy relative to the best compared isomer or geometry (same formula, charge and spin): 4.204 eV

---

[4]
A structure of composition C33H69N3O16S2 at a distorted geometry. Source: OMol25; level of theory: the ωB97M-V functional and the def2-TZVPD basis.

```
! wB97M-V def2-TZVPD RIJCOSX def2/J DEFGRID3
* xyz 0 1
C 2.043 -2.469 -1.897
C -0.582 -2.030 -2.898
C 1.321 -2.667 4.031
H 2.507 3.406 -1.539
C 1.855 -0.301 -3.093
H -3.152 4.122 1.089
H -3.755 -2.525 -5.964
O -3.762 2.143 -0.959
O -1.306 -3.494 -5.118
C -2.910 -0.139 -1.700
H 1.754 -2.061 4.826
S -0.368 -0.120 -1.385
H -4.769 -0.324 -2.704
H -3.807 -4.007 -5.004
H -2.285 0.702 -2.000
C 3.601 -0.752 0.169
H 5.725 0.655 1.298
C -2.016 1.757 1.158
H -2.646 -1.586 -3.018
H 3.671 -1.098 -2.415
H -0.548 -3.840 2.485
S -3.864 2.684 2.626
H 2.643 -1.202 -0.092
H -3.047 0.197 2.273
H -4.415 -1.319 1.028
H 2.286 -1.673 -4.532
H 0.022 -0.885 5.389
H -4.276 0.339 1.208
H -2.144 1.897 -3.233
H 0.200 -2.514 -3.483
H 2.785 -3.246 -1.713
H 0.954 0.247 -2.816
H 1.674 -0.934 0.710
H -1.137 1.625 -1.849
H -3.809 -0.946 3.214
C -2.757 -0.412 -0.163
C -0.090 0.409 1.114
O -2.511 3.624 2.376
C -2.182 -2.868 -4.536
C 4.817 -1.690 0.078
H -0.130 1.421 1.519
H -2.297 0.454 0.314
H 3.856 -0.033 -0.610
C 2.713 2.409 -1.150
H 4.938 3.187 1.034
H -1.776 -1.488 4.338
O 1.373 -2.675 -3.098
C -4.134 -0.435 0.454
C -1.409 2.875 2.010
C -2.890 -0.817 2.641
N -1.726 -0.874 3.537
H 4.738 1.431 0.990
H -2.812 -1.513 1.806
H -1.162 -2.216 2.222
H -0.228 -1.006 -2.780
O 5.662 -1.373 1.204
C -2.880 2.806 -1.358
H 5.300 -0.089 2.882
C 0.346 -0.237 4.575
H -3.119 5.661 0.357
O 1.162 0.285 -0.836
C -0.719 -0.053 3.526
C 1.414 -1.500 -3.902
H -0.718 3.455 1.398
H -2.156 -1.306 0.001
C -4.366 0.208 -1.842
H 4.460 -2.706 0.249
H 2.603 3.328 0.775
H 0.746 0.679 5.010
O -5.089 3.407 2.222
H 1.323 -2.439 -1.079
H 0.575 -1.384 -4.587
C 3.952 1.791 -1.713
N -2.649 3.989 -0.787
O -1.066 0.378 0.022
H 1.123 -0.796 4.054
H 2.116 0.689 0.869
C 2.000 -2.110 2.744
H -0.362 -0.346 1.851
H -1.466 0.864 1.456
C 3.704 -0.205 1.533
H -0.809 2.522 2.849
H 0.710 -1.555 1.013
H -1.819 1.976 0.109
H -1.054 3.183 -2.465
O -0.813 0.668 -2.541
H 4.035 0.704 -1.730
H -2.908 -1.089 -2.234
C 2.986 2.412 0.324
H 5.318 -1.575 -0.883
C -3.588 -2.940 -4.970
H 1.075 -3.241 1.027
H 1.501 -3.698 4.334
O -3.374 1.643 1.439
H -0.744 -2.444 -1.903
H -4.533 1.284 -1.889
C 0.902 -2.390 1.686
O -4.957 -0.412 -0.718
C 4.469 2.364 0.494
H 1.822 1.819 -1.363
H 4.223 2.231 -2.673
O -0.026 -2.443 3.840
O -0.362 -1.592 -1.482
H 2.647 1.471 0.756
H -1.786 4.486 -0.955
C 2.654 -1.030 -2.029
H -4.514 4.426 0.002
O 4.900 2.346 -0.850
H 2.284 -1.061 2.658
H 3.284 0.801 1.560
C 1.296 0.068 0.510
C 5.199 -0.158 1.799
H 2.535 0.335 -3.659
C -0.269 -2.786 2.479
H -4.226 -2.539 -4.183
H 2.888 -2.711 2.546
H 3.233 -0.886 2.241
H 2.638 -0.530 -1.061
N -1.889 -2.059 -3.491
C -1.770 2.373 -2.326
O -0.640 0.885 2.787
C -3.460 4.640 0.181
O -3.723 2.082 3.959
*
```

HOMO-LUMO gap: 5.51 eV

---

no.,molecular weight (g mol⁻¹),HOMO (eV)
1,990.08,-6.7
2,988.78,-10.9
3,705.95,-7.4
4,828.05,-5.5